No. 1
{"formula": "C51H66AsBrHfN5O3SSbSi3", "method": "the ωB97M-V functional and the def2-TZVPD basis", "symbols": ["Hf", "O", "C", "C", "C", "C", "C", "C", "C", "O", "N", "N", "C", "C", "Br", "C", "C", "C", "C", "C", "C", "C", "H", "H", "H", "H", "H", "H", "H", "H", "H", "H", "H", "H", "H", "H", "O", "N", "C", "C", "C", "C", "C", "S", "H", "H", "H", "H", "C", "Si", "C", "C", "Sb", "Si", "C", "C", "C", "Si", "C", "C", "C", "H", "H", "H", "H", "H", "H", "H", "H", "H", "H", "H", "H", "H", "H", "H", "H", "H", "H", "H", "H", "H", "H", "H", "H", "H", "H", "H", "C", "N", "C", "C", "N", "H", "H", "H", "H", "H", "H", "C", "C", "C", "C", "C", "C", "As", "C", "C", "C", "C", "C", "C", "C", "C", "C", "C", "C", "C", "H", "H", "H", "H", "H", "H", "H", "H", "H", "H", "H", "H", "H", "H", "H"], "positions_angstrom": [[-0.1924, 0.0785, -0.1142], [-2.3701, -3.5296, 1.6780], [-3.5567, -2.8791, 1.9001], [-4.6021, -3.5515, 2.5253], [-5.8192, -2.9327, 2.7398], [-6.0078, -1.6256, 2.3173], [-4.9644, -0.9591, 1.7008], [-3.7170, -1.5538, 1.4995], [-2.6720, -0.7144, 0.7985], [-1.3699, -1.2127, 0.8005], [-2.6718, 0.6548, 1.3585], [-1.3587, 1.2552, 1.2932], [-1.0317, 1.7946, 2.5353], [-0.2600, 2.8263, 2.7769], [1.9487, 1.0572, 1.0071], [0.5036, 3.8417, 3.0780], [0.0289, 5.2170, 3.3272], [0.9519, 6.2171, 3.6178], [0.5367, 7.5183, 3.8614], [-0.8117, 7.8352, 3.8201], [-1.7416, 6.8414, 3.5368], [-1.3262, 5.5457, 3.2920], [-2.4481, -4.4066, 2.0695], [-4.4513, -4.5764, 2.8449], [-6.6170, -3.4747, 3.2274], [-6.9577, -1.1311, 2.4603], [-5.1141, 0.0542, 1.3469], [-3.0138, -0.6392, -0.2625], [-2.9845, 0.6202, 2.3274], [-1.4546, 1.2799, 3.4042], [1.5777, 3.6886, 3.1574], [2.0062, 5.9708, 3.6534], [1.2675, 8.2829, 4.0870], [-1.1397, 8.8461, 4.0186], [-2.7963, 7.0816, 3.5048], [-2.0485, 4.7710, 3.0675], [1.1075, -1.6365, 0.0664], [0.5278, -2.8239, -0.1209], [0.8609, -3.8069, 0.7282], [0.3259, -5.0586, 0.5701], [-0.5809, -5.2730, -0.4663], [-0.9194, -4.2368, -1.3044], [-0.3493, -2.9744, -1.1368], [-0.6677, -1.6047, -2.1503], [1.5412, -3.5102, 1.5121], [0.6023, -5.8415, 1.2593], [-1.0274, -6.2471, -0.6069], [-1.6325, -4.3662, -2.1046], [1.6653, -4.7157, -3.7142], [3.1723, -3.8116, -3.0515], [3.7591, -4.6405, -1.4790], [4.5391, -3.9557, -4.3312], [2.6819, -1.2827, -2.6661], [4.8551, -0.6693, -1.3602], [5.0839, 1.1593, -1.0814], [4.5910, -1.5350, 0.2693], [6.3048, -1.3581, -2.3205], [2.2254, -0.7823, -5.1871], [1.0188, -2.0761, -5.7709], [3.8520, -0.8837, -6.1153], [1.4406, 0.8873, -5.4694], [1.5796, -5.6798, -3.2100], [1.7856, -4.9091, -4.7794], [0.7302, -4.1831, -3.5817], [3.7974, -5.7116, -1.6920], [3.0980, -4.4959, -0.6273], [4.7601, -4.3251, -1.1900], [5.0086, -4.9328, -4.1993], [5.3183, -3.2018, -4.2524], [4.1351, -3.9185, -5.3439], [4.1438, 1.6869, -0.9421], [5.6669, 1.6237, -1.8736], [5.6462, 1.2599, -0.1506], [3.9470, -0.9248, 0.9024], [5.5557, -1.6633, 0.7661], [4.1283, -2.5120, 0.1721], [6.3207, -1.0478, -3.3641], [6.3484, -2.4447, -2.2835], [7.2099, -0.9712, -1.8468], [1.3909, -3.0931, -5.6875], [0.8259, -1.8710, -6.8273], [0.0747, -2.0111, -5.2323], [4.0744, -1.8971, -6.4470], [4.7059, -0.5266, -5.5422], [3.7627, -0.2524, -7.0008], [0.7362, 1.1831, -4.6952], [0.8654, 0.7942, -6.3921], [2.1664, 1.6814, -5.6226], [3.1619, 3.6745, -3.2374], [2.2544, 3.4420, -2.1233], [2.2077, 4.4562, -1.0717], [1.5468, 2.3588, -2.0272], [0.7920, 1.4864, -1.8690], [2.8197, 4.5301, -3.8223], [3.1988, 2.7950, -3.8694], [4.1569, 3.8801, -2.8486], [1.8328, 5.3933, -1.4848], [3.2154, 4.5978, -0.6784], [1.5506, 4.1229, -0.2715], [-2.2632, 1.2745, -6.2989], [-1.8561, 2.4795, -5.7484], [-1.8074, 2.6400, -4.3708], [-2.1810, 1.5999, -3.5241], [-2.5692, 0.3852, -4.0875], [-2.6125, 0.2233, -5.4648], [-2.1634, 1.7500, -1.5781], [-1.7802, 3.6422, -1.3308], [-2.5854, 4.5831, -1.9737], [-2.3991, 5.9363, -1.7482], [-1.4205, 6.3643, -0.8591], [-0.6369, 5.4326, -0.1987], [-0.8179, 4.0736, -0.4296], [-4.0774, 1.8389, -1.1863], [-5.0206, 1.2217, -1.9928], [-6.3744, 1.3069, -1.6783], [-6.7830, 2.0169, -0.5644], [-5.8371, 2.6411, 0.2433], [-4.4915, 2.5505, -0.0615], [-2.3114, 1.1558, -7.3731], [-1.5760, 3.3027, -6.3923], [-1.4832, 3.5886, -3.9617], [-2.8619, -0.4431, -3.4524], [-2.9328, -0.7211, -5.8838], [-3.3742, 4.2604, -2.6445], [-3.0303, 6.6553, -2.2526], [-1.2874, 7.4190, -0.6631], [0.0985, 5.7585, 0.5246], [-0.2294, 3.3593, 0.1386], [-4.7238, 0.6710, -2.8763], [-7.1019, 0.8198, -2.3130], [-7.8348, 2.0907, -0.3233], [-6.1511, 3.1992, 1.1158], [-3.7598, 3.0269, 0.5800]], "energy_ha": -8847.11977, "e_lumo_ev": [-2.087, -4.372], "charge": 1, "multiplicity": 2}


No. 2
{"formula": "C6H13P", "method": "the ωB97M-V functional and the def2-TZVPD basis", "symbols": ["C", "C", "C", "C", "C", "C", "P", "H", "H", "H", "H", "H", "H", "H", "H", "H", "H", "H", "H", "H"], "positions_angstrom": [[-2.4200, -0.3406, 2.0325], [1.4625, -1.4151, -0.3888], [0.2355, 0.0046, -1.9202], [0.4852, 1.7767, 0.3323], [0.1805, -0.6759, -0.5538], [-0.2024, 0.4061, 0.4877], [-2.0499, 0.5303, 0.6511], [-3.4364, -0.3848, 2.2601], [-1.7315, -0.8912, 2.6500], [1.7336, -2.0005, -1.2226], [1.3686, -2.1881, 0.4420], [2.1876, -0.5509, -0.0832], [1.2632, 0.5731, -2.1154], [-0.5852, 0.6888, -2.1194], [-0.0560, -0.8102, -2.6335], [0.5794, 2.2446, -0.6721], [1.4859, 1.9442, 0.6679], [-0.0176, 2.4836, 0.9619], [-0.6983, -1.3771, -0.4978], [0.2152, -0.0177, 1.7215]], "energy_ha": -577.65568, "e_lumo_ev": 0.427, "charge": 0}


No. 3
{"formula": "C50H60FIN7OS3SiV", "method": "the ωB97M-V functional and the def2-TZVPD basis", "symbols": ["V", "N", "C", "C", "C", "C", "N", "H", "H", "H", "H", "H", "H", "H", "H", "H", "H", "H", "H", "C", "Si", "C", "C", "N", "C", "C", "C", "C", "C", "C", "O", "C", "C", "C", "C", "C", "C", "H", "H", "H", "H", "H", "H", "H", "H", "H", "H", "H", "H", "H", "H", "H", "H", "H", "H", "C", "C", "C", "C", "C", "C", "C", "C", "C", "C", "C", "C", "N", "C", "C", "C", "C", "C", "C", "F", "H", "H", "H", "H", "H", "H", "H", "H", "H", "H", "H", "H", "H", "H", "H", "H", "H", "H", "H", "H", "H", "S", "C", "S", "C", "N", "N", "C", "C", "C", "C", "C", "C", "S", "H", "H", "H", "H", "H", "I", "C", "C", "C", "C", "C", "N", "H", "H", "H", "H"], "positions_angstrom": [[0.8456, -1.8716, 1.1864], [-1.4149, -1.4782, 1.3466], [-2.4127, -1.8981, 2.3543], [-2.1509, -1.4353, 3.7844], [-0.8894, -1.9740, 4.4683], [0.3230, -1.0518, 4.4340], [0.7201, -0.6250, 3.0737], [-1.4591, -0.4590, 1.2530], [-1.7194, -1.7747, 0.4213], [-2.4658, -2.9914, 2.3344], [-3.4006, -1.5293, 2.0605], [-3.0244, -1.7591, 4.3576], [-2.1662, -0.3436, 3.8195], [-0.6367, -2.9560, 4.0667], [-1.1077, -2.1413, 5.5271], [1.1753, -1.5474, 4.9026], [0.0975, -0.1601, 5.0292], [1.5663, -0.0710, 3.1453], [0.0027, 0.0525, 2.7912], [3.0003, -3.7282, -2.4288], [3.0502, -3.7971, -0.5539], [4.7372, -4.4356, 0.0609], [1.9494, -5.2554, -0.0961], [2.6274, -2.2474, 0.1253], [3.5044, -1.2199, -0.1858], [4.7504, -1.3837, -0.8271], [5.6196, -0.3353, -1.0955], [5.2848, 0.9555, -0.7419], [4.0530, 1.1775, -0.1367], [3.1969, 0.1250, 0.1288], [1.9370, 0.3399, 0.7035], [1.6698, 1.6685, 1.0527], [0.8728, 2.4299, 0.2248], [0.6547, 3.7624, 0.5485], [1.2015, 4.3080, 1.7002], [1.9815, 3.5177, 2.5353], [2.2319, 2.1942, 2.2049], [3.4581, -4.6161, -2.8755], [3.4923, -2.8446, -2.8366], [1.9535, -3.6939, -2.7486], [5.3498, -4.8120, -0.7647], [4.5889, -5.2657, 0.7584], [5.3157, -3.6710, 0.5806], [2.3087, -6.0567, -0.7537], [0.8875, -5.1319, -0.2848], [2.1051, -5.6031, 0.9278], [5.0634, -2.3682, -1.1407], [6.5611, -0.5456, -1.5892], [5.9428, 1.7890, -0.9497], [3.7570, 2.1877, 0.1039], [0.4163, 1.9808, -0.6467], [0.0282, 4.3663, -0.0950], [1.0060, 5.3417, 1.9596], [2.4039, 3.9362, 3.4402], [2.8956, 1.5846, 2.8088], [1.4045, -0.6240, -4.1207], [1.3331, 0.4090, -2.9923], [2.4957, 1.3883, -3.1454], [-0.0236, 1.0860, -2.9165], [-0.2336, 2.3265, -3.5077], [-1.4590, 2.9705, -3.4139], [-2.4831, 2.3738, -2.6994], [-2.3131, 1.1362, -2.0830], [-3.4746, 0.5470, -1.2992], [-4.5261, -0.0773, -2.2234], [-4.1486, 1.5823, -0.3954], [-1.0754, 0.4690, -2.2021], [-0.8295, -0.7663, -1.5694], [-1.1571, -1.8513, -2.2693], [-1.7791, -1.9309, -3.5524], [-2.0638, -3.1379, -4.1667], [-1.7582, -4.3629, -3.5832], [-1.1246, -4.3429, -2.3391], [-0.8588, -3.1370, -1.7551], [-0.1865, -3.1525, -0.5312], [2.3972, -1.0830, -4.1417], [1.2371, -0.1382, -5.0876], [0.6658, -1.4162, -4.0094], [1.4579, -0.1327, -2.0494], [2.5182, 1.8264, -4.1481], [3.4403, 0.8618, -2.9945], [2.4490, 2.2045, -2.4209], [0.5756, 2.8064, -4.0448], [-1.6073, 3.9371, -3.8817], [-3.4340, 2.8865, -2.6026], [-3.0592, -0.2483, -0.6770], [-4.9192, 0.6797, -2.9091], [-5.3662, -0.4613, -1.6367], [-4.1202, -0.8966, -2.8135], [-4.7607, 2.2734, -0.9829], [-3.4240, 2.1610, 0.1740], [-4.8170, 1.0855, 0.3140], [-2.0157, -1.0047, -4.0609], [-2.5386, -3.1161, -5.1418], [-1.9836, -5.2994, -4.0738], [-0.8261, -5.2538, -1.8340], [-1.7502, 7.2391, 3.8736], [-1.9818, 5.7606, 3.1250], [-1.5754, 4.2610, 3.8985], [-1.9574, 3.3649, 2.4537], [-2.3996, 4.1222, 1.4983], [-2.4244, 5.4572, 1.8860], [-2.8329, 6.3573, 0.8547], [-3.4665, 7.5588, 1.1461], [-3.8579, 8.3910, 0.1065], [-3.6309, 8.0336, -1.2133], [-3.0151, 6.8215, -1.4933], [-2.6178, 5.9786, -0.4684], [-1.7022, 1.6808, 2.3133], [-3.6429, 7.8372, 2.1721], [-4.3495, 9.3264, 0.3431], [-3.9393, 8.6881, -2.0188], [-2.8411, 6.5170, -2.5179], [-2.1696, 5.0197, -0.6865], [3.5777, -2.6093, 3.3412], [1.9348, -3.8803, 3.1511], [1.9212, -5.0209, 3.9502], [0.8638, -5.9021, 3.8422], [-0.1491, -5.6301, 2.9361], [-0.0622, -4.4766, 2.1872], [0.9524, -3.6039, 2.2960], [2.7389, -5.1994, 4.6324], [0.8370, -6.7945, 4.4543], [-0.9920, -6.2926, 2.8003], [-0.8155, -4.2221, 1.4545]], "energy_ha": -5225.63844, "e_lumo_ev": [1.587, 1.426], "charge": -1, "multiplicity": 4}